C51H56F4N3O2 | ωB97M-V/def2-TZVPD

The geometry in XYZ format:
```
116
Properties=species:S:1:pos:R:3:forces:R:3
F -2.071 -2.831 2.692 0.81 1.30 -0.46
C -1.375 -1.648 2.559 -0.40 -0.60 0.03
C 0.006 -1.666 2.723 -0.07 0.42 0.27
C 0.640 -0.423 2.778 0.60 -0.10 -0.07
F 1.973 -0.370 3.139 -1.51 -0.08 -0.70
C -0.025 0.769 2.524 0.01 0.43 0.23
C -1.414 0.752 2.327 -0.43 -1.19 0.55
C -2.139 2.024 2.046 3.74 1.18 -1.86
C -2.289 2.216 0.580 -1.15 0.34 -0.59
C -2.238 3.517 0.025 0.06 0.14 0.14
C -2.122 3.684 -1.354 0.06 0.87 -0.25
F -1.983 4.958 -1.861 -0.24 -1.42 0.69
C -2.109 2.626 -2.259 0.04 0.19 0.37
C -2.228 1.362 -1.705 0.00 -0.96 -0.12
F -2.169 0.272 -2.548 -0.22 1.29 1.05
C -2.363 1.139 -0.337 0.10 -0.24 -0.15
C -2.090 -0.480 2.306 0.24 -0.03 0.00
H 0.559 -2.591 2.832 -0.11 0.11 0.21
H 0.520 1.718 2.460 -0.17 -0.53 0.26
H -1.582 2.889 2.448 -0.49 -0.42 0.07
H -2.252 4.387 0.682 0.09 -0.15 -0.26
H -1.994 2.775 -3.329 -0.01 0.02 0.23
H -2.461 0.109 -0.002 0.17 0.25 -0.14
H -3.142 -0.532 2.027 0.25 -0.08 0.46
C -3.157 5.838 6.664 -0.38 0.06 0.08
C -2.110 5.779 5.561 -0.10 -0.10 -0.38
C -2.692 6.289 4.242 -0.26 0.12 -0.22
C -0.993 6.741 5.997 0.30 -0.05 0.11
C -1.513 4.371 5.320 -0.68 0.25 -0.58
C -0.344 4.351 4.560 0.71 0.08 0.41
C 0.500 3.252 4.601 -0.29 -0.35 -0.18
C 0.102 2.118 5.302 0.48 0.55 0.20
C -1.136 2.037 5.945 -0.23 -0.41 -0.28
C -1.330 0.722 6.758 -0.04 -0.13 -0.32
C -2.536 0.650 7.676 -0.31 -0.23 0.20
C -0.101 0.486 7.652 0.22 0.20 0.13
C -1.437 -0.435 5.772 -0.13 -0.36 -0.36
C -2.039 3.125 5.760 1.09 -0.06 -0.35
N -3.468 2.936 5.849 -1.01 0.33 0.39
C -4.360 2.782 4.786 0.96 0.51 2.02
C -4.028 2.693 3.430 -1.39 0.28 -1.02
C -4.930 3.230 2.457 -0.36 0.35 -0.77
C -5.560 4.498 2.689 0.56 -0.58 -0.33
C -6.670 4.872 1.971 -0.51 -0.49 -0.36
C -7.190 3.973 1.014 1.59 -0.63 1.23
N -8.604 3.932 0.894 -3.12 0.36 -0.60
O -9.126 2.978 0.276 0.96 1.84 1.03
O -9.260 4.813 1.504 1.09 -1.75 -1.37
C -6.440 2.861 0.577 -0.54 0.56 0.15
C -5.306 2.511 1.280 0.60 0.23 0.10
N -5.625 2.648 5.364 0.93 -0.28 0.11
C -6.901 2.365 4.750 -1.13 -0.06 -0.20
C -7.088 1.145 4.049 0.38 -0.24 -0.37
C -6.375 -0.200 4.383 0.26 0.24 -0.63
C -7.084 -1.366 3.678 -0.17 -0.14 0.01
C -6.409 -0.478 5.889 -0.20 0.14 0.08
C -4.948 -0.223 3.876 0.57 -0.20 0.03
C -8.101 1.114 3.081 -0.41 0.07 0.21
C -9.210 1.942 3.223 0.18 -0.06 0.28
C -9.206 2.873 4.252 -0.20 -0.04 -0.31
C -8.019 3.233 4.909 0.10 0.20 -0.06
C -8.150 4.533 5.761 -0.27 -0.08 -0.16
C -9.160 5.499 5.102 -0.21 0.15 -0.10
C -6.878 5.349 5.912 0.36 0.29 0.20
C -8.714 4.155 7.134 -0.06 -0.05 0.23
C -5.482 2.721 6.752 0.33 0.39 -0.07
C -4.198 2.975 7.031 -0.20 -0.43 0.27
H -2.779 5.401 7.596 -0.11 0.04 -0.15
H -3.411 6.889 6.869 0.12 -0.30 -0.06
H -4.087 5.346 6.372 0.08 0.03 0.11
H -1.891 6.532 3.534 -0.18 -0.02 0.08
H -3.323 5.522 3.780 0.13 0.20 0.07
H -3.294 7.194 4.407 0.16 -0.17 -0.09
H -0.231 6.872 5.223 -0.09 0.00 0.19
H -1.418 7.729 6.216 0.04 -0.22 -0.08
H -0.505 6.373 6.907 -0.01 0.10 -0.13
H -0.045 5.229 3.978 -0.04 -0.22 0.56
H 1.479 3.288 4.121 -0.32 -0.09 -0.05
H 0.785 1.268 5.326 -0.23 0.33 0.16
H -3.477 0.600 7.119 0.12 0.14 0.17
H -2.475 -0.286 8.255 0.01 0.32 -0.17
H -2.550 1.476 8.395 -0.07 -0.18 -0.10
H 0.824 0.357 7.082 -0.14 0.03 0.15
H 0.033 1.327 8.342 0.06 -0.14 -0.06
H -0.246 -0.423 8.248 -0.03 0.19 -0.16
H -0.547 -0.506 5.140 -0.12 -0.02 0.13
H -1.559 -1.393 6.298 0.04 0.24 -0.09
H -2.303 -0.299 5.112 0.13 -0.08 0.13
H -3.222 1.993 3.080 -0.93 -0.89 0.29
H -5.160 5.158 3.456 -0.19 -0.30 -0.19
H -7.235 5.776 2.181 0.17 -0.21 0.11
H -6.833 2.264 -0.244 0.12 0.00 0.32
H -4.713 1.646 0.960 -0.49 0.27 0.25
H -6.990 -1.285 2.588 -0.07 -0.11 0.24
H -6.616 -2.313 3.979 -0.07 0.25 -0.03
H -8.146 -1.411 3.948 0.18 -0.01 -0.14
H -5.872 0.285 6.462 -0.05 -0.18 -0.07
H -7.449 -0.505 6.238 0.23 -0.04 0.03
H -5.942 -1.454 6.087 -0.14 0.26 -0.01
H -4.299 0.447 4.446 -0.06 -0.26 -0.08
H -4.524 -1.237 3.946 -0.13 0.23 -0.01
H -4.925 0.092 2.825 -0.01 -0.07 0.17
H -8.088 0.404 2.249 -0.10 -0.06 0.66
H -10.095 1.802 2.598 0.36 0.13 0.13
H -10.147 3.376 4.480 0.53 0.00 -0.18
H -10.196 5.176 5.255 0.23 0.13 -0.16
H -9.070 6.495 5.558 -0.03 -0.29 -0.06
H -8.969 5.601 4.026 -0.13 -0.02 0.20
H -6.172 4.903 6.614 0.02 0.12 -0.23
H -6.409 5.506 4.934 0.01 0.01 0.31
H -7.136 6.339 6.318 0.11 -0.33 -0.12
H -8.042 3.489 7.686 -0.16 0.13 -0.01
H -8.871 5.058 7.740 0.02 -0.18 -0.11
H -9.676 3.640 7.023 0.18 0.10 0.06
H -6.319 2.607 7.417 0.02 0.07 -0.17
H -3.737 3.174 7.985 -0.01 -0.15 -0.21
```
Positions in Å, forces in eV/Å.

Results
spin multiplicity = 1
charge = +1
F_max = 4.34 eV Å⁻¹
M = 819.02 g/mol
Kohn-Sham gap = 4.56 eV



C20H36AuGeIO2P | ωB97M-V/def2-TZVPD

The geometry in XYZ format:
```
62
Properties=species:S:1:pos:R:3:forces:R:3
Au -0.553 -0.961 0.210 -0.28 -0.08 0.14
C -3.886 -1.143 -1.243 -0.02 0.12 -0.09
Ge -3.445 -2.243 0.321 0.05 -0.02 -0.09
C -4.719 -3.758 0.302 -0.11 -0.13 0.02
C -3.861 -1.200 1.922 0.05 0.13 0.16
C -1.587 -2.777 0.255 0.09 -0.15 0.04
H -4.911 -0.763 -1.185 0.09 -0.04 -0.02
H -3.781 -1.722 -2.167 -0.01 0.05 0.06
H -3.193 -0.296 -1.284 -0.10 -0.09 -0.01
H -5.750 -3.389 0.340 0.09 -0.08 -0.01
H -4.554 -4.412 1.166 -0.03 0.06 -0.10
H -4.596 -4.354 -0.608 -0.02 0.05 0.10
H -4.911 -0.890 1.911 0.08 -0.01 0.03
H -3.225 -0.308 1.964 -0.10 -0.12 0.01
H -3.681 -1.788 2.829 -0.02 0.07 -0.09
H -1.407 -3.365 -0.654 0.01 0.04 0.09
H -1.321 -3.399 1.120 -0.01 0.09 -0.13
C 5.019 -0.010 0.488 0.05 0.02 0.02
C 3.793 -0.713 1.072 -0.07 0.08 0.22
C 3.525 -0.195 2.494 0.03 0.04 -0.06
P 2.189 -0.727 0.109 -0.05 0.13 -0.24
C 2.446 -2.142 -1.083 0.11 -0.03 0.03
C 3.833 -2.343 -1.697 -0.02 -0.03 0.00
C 2.018 -3.446 -0.399 -0.01 0.00 0.02
C 2.127 0.820 -0.932 0.14 0.00 0.00
C 3.039 1.013 -2.144 -0.01 0.00 0.03
C 2.170 2.033 0.007 0.01 -0.02 0.01
H 5.879 -0.171 1.148 -0.02 0.02 -0.04
H 4.858 1.069 0.424 0.04 -0.11 -0.01
H 5.287 -0.371 -0.503 -0.02 -0.01 0.01
H 4.017 -1.782 1.157 0.04 -0.07 0.01
H 3.302 0.875 2.482 0.00 -0.06 0.00
H 4.402 -0.347 3.135 -0.02 0.01 -0.05
H 2.671 -0.698 2.948 0.01 0.00 -0.03
H 1.722 -1.930 -1.877 -0.01 0.03 -0.02
H 4.551 -2.654 -0.931 -0.04 0.04 -0.05
H 4.228 -1.456 -2.188 -0.03 0.05 -0.02
H 3.793 -3.147 -2.441 0.01 0.04 0.05
H 2.727 -3.713 0.395 -0.05 0.02 -0.03
H 2.007 -4.271 -1.119 0.04 0.05 0.02
H 1.023 -3.355 0.039 0.04 0.01 -0.02
H 1.101 0.770 -1.306 -0.04 0.02 -0.01
H 4.098 1.022 -1.884 0.03 0.00 0.01
H 2.809 1.979 -2.610 0.01 -0.06 0.02
H 2.875 0.245 -2.901 0.03 -0.04 0.03
H 3.175 2.192 0.409 -0.12 0.03 -0.03
H 1.471 1.914 0.838 0.03 -0.02 -0.03
H 1.882 2.937 -0.538 0.01 -0.05 0.00
I -5.154 6.806 -0.722 0.01 -0.01 0.00
C -3.877 5.209 -0.254 -0.02 0.01 0.00
C -3.385 5.092 1.039 0.08 -0.13 -0.06
C -2.541 4.029 1.339 -0.08 0.11 0.02
C -2.184 3.104 0.365 0.03 0.09 -0.07
C -2.690 3.244 -0.923 -0.05 0.09 -0.03
C -3.545 4.295 -1.243 0.11 -0.10 0.10
C -1.262 1.948 0.728 -0.02 -0.24 0.00
O -0.990 1.779 1.921 0.04 0.04 -0.20
O -0.880 1.243 -0.265 0.02 0.16 0.23
H -3.657 5.814 1.798 0.00 -0.02 -0.02
H -2.145 3.892 2.339 -0.02 0.00 -0.05
H -2.401 2.514 -1.670 -0.02 0.03 0.04
H -3.943 4.398 -2.245 0.02 -0.01 0.06
```
Positions in Å, forces in eV/Å.

Results
spin multiplicity = 1
charge = -1
F_max = 0.32 eV Å⁻¹
M = 735.96 g/mol
energy relative to the best compared isomer or geometry (same formula, charge and spin) = 17.9 kcal/mol
Kohn-Sham gap = 6.25 eV



C7H6ClNO2 | ωB97M-V/def2-TZVPD

The geometry in XYZ format:
```
17
Properties=species:S:1:pos:R:3:forces:R:3
N -0.887 1.731 0.523 -0.34 2.18 -0.47
C 0.039 0.733 0.288 1.52 0.28 -0.37
C 1.443 0.985 0.063 -1.40 -2.30 0.36
C 2.286 -0.116 -0.134 0.45 1.54 0.20
C 1.887 -1.416 -0.166 -1.96 0.32 -0.04
C 0.519 -1.673 -0.022 1.05 -0.38 0.07
C -0.317 -0.634 0.243 -0.16 0.64 -0.07
O -1.680 -0.952 0.476 0.30 0.29 0.27
C -2.456 -0.353 -0.380 -2.53 0.88 -1.02
O -2.448 -0.184 -1.549 1.12 -0.64 0.05
Cl -3.880 0.435 0.438 0.03 -0.52 0.46
H -1.935 1.529 0.529 2.40 0.82 0.05
H -0.560 2.751 0.280 -1.20 -3.05 0.68
H 1.966 1.904 0.121 -0.36 1.14 0.04
H 3.334 0.123 -0.243 0.16 -0.09 -0.09
H 2.561 -2.183 -0.364 1.02 -1.23 -0.23
H 0.129 -2.681 -0.104 -0.08 0.12 0.11
```
Positions in Å, forces in eV/Å.

Results
spin multiplicity = 1
SMILES string = Nc1ccccc1OC(=O)Cl
F_max = 3.35 eV Å⁻¹
M = 171.58 g/mol
energy relative to the best compared isomer or geometry (same formula, charge and spin) = 30.7 kcal/mol
Kohn-Sham gap = 9.12 eV



C4H14N3O | ωB97M-V/def2-TZVPD

The geometry in XYZ format:
```
22
Properties=species:S:1:pos:R:3:forces:R:3
C 1.716 -0.886 -2.095 -1.03 -0.17 0.21
O 1.518 -1.369 -0.710 0.58 0.46 -0.41
H 2.350 -1.786 -0.439 -0.41 -0.26 -0.03
H 1.389 0.155 -2.137 0.56 0.07 0.05
H 1.025 -1.436 -2.724 0.10 -0.31 -0.11
H 2.728 -1.056 -2.432 0.18 0.23 0.06
C -1.630 0.402 0.071 -1.06 -0.27 -1.28
C -1.903 0.316 -1.434 1.11 0.83 -0.20
C 0.165 0.492 1.686 1.27 0.58 1.06
N -0.306 0.215 0.403 -0.38 -0.86 0.57
N -0.458 1.288 2.535 -1.24 -0.64 -0.36
N 1.325 -0.046 1.970 0.13 0.10 -0.45
H -2.114 1.235 0.548 -0.10 0.61 0.30
H -2.202 -0.473 0.501 0.18 -0.20 0.10
H -1.155 -0.305 -1.924 -0.19 -0.41 0.01
H -1.723 1.316 -1.864 -0.36 -0.17 0.19
H 0.229 -0.547 -0.145 0.52 0.53 0.41
H -1.395 1.587 2.291 0.08 0.23 0.17
H -0.332 1.198 3.544 0.43 0.20 -0.23
H 1.840 -0.410 1.177 0.22 -0.39 0.07
H 1.828 0.133 2.834 -0.13 -0.02 -0.04
H -2.894 -0.023 -1.656 -0.47 -0.13 -0.07
```
Positions in Å, forces in eV/Å.

Results
spin multiplicity = 2
charge = +2
F_max = 1.75 eV Å⁻¹
M = 120.18 g/mol
energy relative to the best compared isomer or geometry (same formula, charge and spin) = 41.4 kcal/mol
Kohn-Sham gap (alpha / beta) = 11.18 / 5.92 eV